(1)
{"formula": "C7H14N", "method": "ωB97M-V/def2-TZVPD", "species": ["C", "C", "C", "C", "C", "C", "C", "N", "H", "H", "H", "H", "H", "H", "H", "H", "H", "H", "H", "H", "H", "H"], "coordinates": [[1.403, 0.817, -1.422], [1.977, 1.081, -0.010], [1.199, 0.469, 1.148], [0.791, -0.953, 0.977], [-0.427, -1.353, 0.470], [-1.619, -0.660, 0.476], [-2.901, -1.301, 0.168], [0.151, 1.499, -1.730], [2.155, 1.089, -2.159], [1.178, -0.227, -1.492], [2.996, 0.688, -0.055], [2.090, 2.155, 0.098], [1.791, 0.550, 2.064], [1.393, -1.735, 1.411], [-0.580, -2.426, 0.366], [-1.623, 0.305, 0.976], [-3.188, -1.122, -0.864], [-2.845, -2.376, 0.310], [-3.660, -0.935, 0.849], [0.250, 0.964, 1.393], [-0.680, 0.994, -1.480], [0.149, 2.478, -1.495]], "mulliken_charge": [-0.7474, -0.5241, -0.5236, -0.2320, -0.2208, 0.0576, -1.1158, -0.4303, 0.3297, 0.3474, 0.3390, 0.3599, 0.3702, 0.4603, 0.3583, 0.4130, 0.3029, 0.3891, 0.3605, 0.2837, 0.1882, 0.2340], "total_charge": 1, "max_force_ev_per_a": 1.6, "homo_lumo_gap_ev": 5.815, "relative_energy_kcal_mol": 46.46, "e_tot_ha": -329.53349, "mol_weight_g_mol": 112.196}

(2)
{"formula": "C18H20O6", "method": "ωB97M-V/def2-TZVPD", "species": ["C", "C", "C", "C", "C", "C", "C", "O", "C", "C", "O", "C", "O", "C", "C", "C", "C", "C", "C", "C", "O", "O", "C", "O", "H", "H", "H", "H", "H", "H", "H", "H", "H", "H", "H", "H", "H", "H", "H", "H", "H", "H", "H", "H"], "coordinates": [[-3.913, 1.748, -2.370], [-3.066, 0.453, -2.328], [-3.684, -0.512, -3.384], [-1.592, 0.644, -2.729], [-0.878, 1.860, -2.092], [-0.065, 2.565, -3.213], [0.033, 1.475, -0.932], [1.154, 0.669, -1.389], [2.123, 0.742, -0.453], [2.161, 0.053, 0.683], [1.269, -0.865, 1.133], [1.997, -1.981, 1.650], [2.797, -2.541, 0.954], [1.682, -2.333, 3.053], [1.094, -1.393, 3.863], [0.780, -1.682, 5.167], [1.052, -2.939, 5.637], [1.651, -3.887, 4.838], [1.973, -3.584, 3.550], [3.412, 0.520, 1.415], [3.632, 0.426, 2.587], [4.198, 1.114, 0.454], [3.341, 1.660, -0.494], [3.509, 2.633, -1.162], [-4.064, 2.078, -1.331], [-4.910, 1.601, -2.785], [-3.383, 2.579, -2.844], [-3.183, -0.057, -1.366], [-4.763, -0.610, -3.237], [-3.162, -1.470, -3.439], [-3.567, -0.013, -4.357], [-1.504, 0.691, -3.819], [-1.060, -0.271, -2.433], [-1.554, 2.625, -1.699], [-0.801, 3.161, -3.771], [0.347, 1.858, -3.933], [0.666, 3.278, -2.822], [-0.494, 0.950, -0.128], [0.452, 2.416, -0.547], [0.878, -0.420, 3.439], [0.330, -0.913, 5.783], [0.789, -3.177, 6.663], [1.863, -4.849, 5.287], [2.463, -4.303, 2.903]], "mulliken_charge": [-1.3134, 0.9064, -1.6435, -1.4125, 0.8033, -1.6927, -1.2482, -0.4876, 0.5455, 0.6652, -0.3810, 0.1204, -0.5304, 0.6457, -0.1403, -0.8212, -0.2618, -0.6012, -0.2791, 0.3970, -0.4840, -0.2993, 0.2440, -0.4839, 0.2987, 0.3881, 0.2768, 0.2826, 0.4264, 0.3626, 0.3994, 0.4193, 0.3389, 0.5374, 0.4052, 0.3633, 0.4043, 0.3194, 0.5709, 0.3466, 0.3921, 0.3760, 0.3914, 0.4530], "max_force_ev_per_a": 2.0, "homo_lumo_gap_ev": 9.738, "smiles": "CC(C)C[C@H](C)COC1=C(OC(=O)c2ccccc2)C(=O)OC1=O", "relative_energy_kcal_mol": 54.67, "e_tot_ha": -1149.30598, "mol_weight_g_mol": 332.352}

(3)
{"formula": "C8H10N2", "method": "ωB97M-V/def2-TZVPD", "species": ["C", "C", "C", "C", "C", "C", "C", "C", "N", "N", "H", "H", "H", "H", "H", "H", "H", "H", "H", "H"], "coordinates": [[-1.650, -0.552, -0.562], [0.077, -0.019, 1.660], [-1.047, 0.090, -1.600], [0.827, -0.143, 0.488], [-0.890, -1.207, 1.659], [1.805, 0.788, -0.086], [1.319, 0.867, -1.743], [-0.758, -1.589, 0.208], [0.280, -0.051, -1.920], [0.619, -1.333, -0.188], [-2.689, -0.741, -0.362], [0.168, 0.600, 2.570], [-1.701, 0.791, -2.133], [-0.368, -2.013, 2.241], [-1.835, -0.880, 2.099], [1.754, 1.832, 0.298], [2.860, 0.474, -0.209], [1.212, 1.919, -1.983], [2.248, 0.657, -2.376], [-0.961, -2.537, -0.278]], "mulliken_charge": [-0.6700, -0.5486, -0.2982, 0.4651, -0.6278, -0.5177, -0.4029, 0.0993, -0.3718, -0.6049, 0.4382, 0.3810, 0.3758, 0.2517, 0.4241, 0.2965, 0.2733, 0.2745, 0.2666, 0.4958], "max_force_ev_per_a": 3.3, "homo_lumo_gap_ev": [7.315, 7.315], "relative_energy_kcal_mol": 113.45, "e_tot_ha": -420.14886, "mol_weight_g_mol": 134.182}

(4)
{"formula": "C10H24AgClN2O4", "method": "ωB97M-V/def2-TZVPD", "species": ["Ag", "Cl", "C", "O", "C", "C", "O", "C", "H", "H", "H", "H", "H", "H", "H", "H", "H", "H", "C", "C", "O", "N", "C", "H", "H", "H", "H", "H", "H", "H", "C", "C", "O", "N", "C", "H", "H", "H", "H", "H", "H", "H"], "coordinates": [[-0.526, -0.345, 1.189], [-3.432, -2.028, 3.374], [1.354, 3.231, 2.041], [1.311, 2.068, 2.900], [2.606, 1.699, 3.420], [2.445, 0.418, 4.226], [2.139, -0.708, 3.379], [2.043, -1.953, 4.071], [0.386, 3.349, 1.553], [2.049, 3.045, 1.223], [1.683, 4.099, 2.612], [3.171, 2.500, 3.897], [3.226, 1.405, 2.573], [1.600, 0.446, 4.914], [3.394, 0.348, 4.758], [1.792, -2.844, 3.495], [1.237, -1.788, 4.786], [2.996, -2.153, 4.561], [3.549, -3.718, -1.708], [2.542, -2.772, -2.324], [1.580, -2.459, -1.647], [2.826, -2.167, -3.543], [2.054, -1.073, -4.028], [4.370, -3.166, -1.252], [4.090, -4.324, -2.434], [3.078, -4.454, -1.056], [3.653, -2.476, -4.034], [0.998, -1.191, -3.785], [2.212, -0.833, -5.079], [2.327, -0.206, -3.426], [-4.917, 0.041, -1.853], [-4.178, 1.367, -1.736], [-2.986, 1.432, -1.480], [-4.854, 2.526, -2.012], [-6.250, 2.584, -2.422], [-5.209, -0.248, -2.862], [-5.799, 0.018, -1.212], [-4.211, -0.703, -1.485], [-4.303, 3.369, -1.934], [-6.932, 2.056, -1.756], [-6.416, 2.035, -3.349], [-6.695, 3.570, -2.555]], "mulliken_charge": [0.8073, -0.8306, -0.7544, -0.2798, -0.5795, -0.5914, -0.2326, -0.7477, 0.2433, 0.3314, 0.2873, 0.4258, 0.3070, 0.3699, 0.3620, 0.2596, 0.3251, 0.2936, -1.0861, 0.6455, -0.6152, -0.1652, -0.7819, 0.2786, 0.3733, 0.2966, 0.2089, 0.2692, 0.3120, 0.2665, -1.0462, 0.6319, -0.6692, -0.1340, -0.8681, 0.3010, 0.3439, 0.2825, 0.2613, 0.2819, 0.2968, 0.3197], "max_force_ev_per_a": 2.3, "homo_lumo_gap_ev": 5.101, "relative_energy_kcal_mol": 94.71, "e_tot_ha": -1412.92386, "mol_weight_g_mol": 379.633}

(5)
{"formula": "C4H6O2", "method": "ωB97M-V/def2-TZVPD", "species": ["C", "C", "O", "C", "O", "C", "H", "H", "H", "H", "H", "H"], "coordinates": [[-2.004, -0.089, -0.300], [-1.037, 0.678, 0.551], [-1.163, 1.776, 0.991], [0.808, 0.032, -0.259], [0.159, -0.054, 0.882], [2.226, -0.363, -0.095], [-2.306, 0.537, -1.143], [-1.578, -1.019, -0.675], [-2.889, -0.302, 0.306], [2.466, -0.971, 0.785], [2.566, -0.826, -1.025], [2.753, 0.602, -0.019]], "mulliken_charge": [-0.8115, 0.8530, -0.4901, -0.2185, -0.1706, -0.9025, 0.2731, 0.2797, 0.3117, 0.2859, 0.3118, 0.2780], "max_force_ev_per_a": 0.8, "homo_lumo_gap_ev": 9.719, "relative_energy_kcal_mol": 67.87, "e_tot_ha": -306.39813, "mol_weight_g_mol": 86.090}

What did the third record say?
{"formula": "C8H10N2", "method": "ωB97M-V/def2-TZVPD", "species": ["C", "C", "C", "C", "C", "C", "C", "C", "N", "N", "H", "H", "H", "H", "H", "H", "H", "H", "H", "H"], "coordinates": [[-1.650, -0.552, -0.562], [0.077, -0.019, 1.660], [-1.047, 0.090, -1.600], [0.827, -0.143, 0.488], [-0.890, -1.207, 1.659], [1.805, 0.788, -0.086], [1.319, 0.867, -1.743], [-0.758, -1.589, 0.208], [0.280, -0.051, -1.920], [0.619, -1.333, -0.188], [-2.689, -0.741, -0.362], [0.168, 0.600, 2.570], [-1.701, 0.791, -2.133], [-0.368, -2.013, 2.241], [-1.835, -0.880, 2.099], [1.754, 1.832, 0.298], [2.860, 0.474, -0.209], [1.212, 1.919, -1.983], [2.248, 0.657, -2.376], [-0.961, -2.537, -0.278]], "mulliken_charge": [-0.6700, -0.5486, -0.2982, 0.4651, -0.6278, -0.5177, -0.4029, 0.0993, -0.3718, -0.6049, 0.4382, 0.3810, 0.3758, 0.2517, 0.4241, 0.2965, 0.2733, 0.2745, 0.2666, 0.4958], "max_force_ev_per_a": 3.3, "homo_lumo_gap_ev": [7.315, 7.315], "relative_energy_kcal_mol": 113.45, "e_tot_ha": -420.14886, "mol_weight_g_mol": 134.182}

What did the fourth record say?
{"formula": "C10H24AgClN2O4", "method": "ωB97M-V/def2-TZVPD", "species": ["Ag", "Cl", "C", "O", "C", "C", "O", "C", "H", "H", "H", "H", "H", "H", "H", "H", "H", "H", "C", "C", "O", "N", "C", "H", "H", "H", "H", "H", "H", "H", "C", "C", "O", "N", "C", "H", "H", "H", "H", "H", "H", "H"], "coordinates": [[-0.526, -0.345, 1.189], [-3.432, -2.028, 3.374], [1.354, 3.231, 2.041], [1.311, 2.068, 2.900], [2.606, 1.699, 3.420], [2.445, 0.418, 4.226], [2.139, -0.708, 3.379], [2.043, -1.953, 4.071], [0.386, 3.349, 1.553], [2.049, 3.045, 1.223], [1.683, 4.099, 2.612], [3.171, 2.500, 3.897], [3.226, 1.405, 2.573], [1.600, 0.446, 4.914], [3.394, 0.348, 4.758], [1.792, -2.844, 3.495], [1.237, -1.788, 4.786], [2.996, -2.153, 4.561], [3.549, -3.718, -1.708], [2.542, -2.772, -2.324], [1.580, -2.459, -1.647], [2.826, -2.167, -3.543], [2.054, -1.073, -4.028], [4.370, -3.166, -1.252], [4.090, -4.324, -2.434], [3.078, -4.454, -1.056], [3.653, -2.476, -4.034], [0.998, -1.191, -3.785], [2.212, -0.833, -5.079], [2.327, -0.206, -3.426], [-4.917, 0.041, -1.853], [-4.178, 1.367, -1.736], [-2.986, 1.432, -1.480], [-4.854, 2.526, -2.012], [-6.250, 2.584, -2.422], [-5.209, -0.248, -2.862], [-5.799, 0.018, -1.212], [-4.211, -0.703, -1.485], [-4.303, 3.369, -1.934], [-6.932, 2.056, -1.756], [-6.416, 2.035, -3.349], [-6.695, 3.570, -2.555]], "mulliken_charge": [0.8073, -0.8306, -0.7544, -0.2798, -0.5795, -0.5914, -0.2326, -0.7477, 0.2433, 0.3314, 0.2873, 0.4258, 0.3070, 0.3699, 0.3620, 0.2596, 0.3251, 0.2936, -1.0861, 0.6455, -0.6152, -0.1652, -0.7819, 0.2786, 0.3733, 0.2966, 0.2089, 0.2692, 0.3120, 0.2665, -1.0462, 0.6319, -0.6692, -0.1340, -0.8681, 0.3010, 0.3439, 0.2825, 0.2613, 0.2819, 0.2968, 0.3197], "max_force_ev_per_a": 2.3, "homo_lumo_gap_ev": 5.101, "relative_energy_kcal_mol": 94.71, "e_tot_ha": -1412.92386, "mol_weight_g_mol": 379.633}